A molecular structure, C54H126BF10N9O7S2 in a non-equilibrium geometry, computed with wB97M-V/def2-TZVPD.

Geometry as XYZ:
```
209
Properties=species:S:1:pos:R:3:forces:R:3
C -0.00432 -0.49691 6.78525 0.0 1.8 -0.3
C -0.96156 -0.96417 7.84247 0.6 -0.1 0.9
C -1.16402 -2.43623 7.87270 -0.9 -0.7 -1.8
O -0.07817 -3.09926 8.31404 2.1 0.5 2.0
C -0.02628 -4.49334 8.20865 0.8 -1.3 -1.8
N -0.32868 -0.55734 9.19951 -1.0 -0.2 1.6
H -0.09634 0.42936 9.25001 0.2 0.3 -0.4
H -0.95217 -0.68682 10.03638 0.2 -0.1 -1.0
H 0.50820 -1.09736 9.46439 -0.1 -0.1 -0.7
H -0.23395 -0.79619 5.76006 -0.1 -0.2 0.3
H 1.05209 -0.64550 6.99494 0.0 -0.7 0.1
H -0.09449 0.59138 6.80964 0.1 0.2 -0.4
H -1.97078 -0.51762 7.82595 0.7 0.2 -0.2
H -1.35600 -2.74362 6.82571 -0.5 0.2 0.2
H -2.00739 -2.64917 8.47043 -1.4 -0.5 0.7
H -0.94176 -4.96402 7.87748 -0.7 0.2 0.3
H 0.35158 -5.05644 9.07265 -0.1 0.8 0.0
H 0.64112 -4.66461 7.34558 0.1 -0.4 0.5
C -1.69619 0.83195 -4.47551 -0.9 2.0 -0.1
C -1.78849 2.24260 -3.80256 1.2 -1.4 1.1
C -2.95612 3.06161 -4.19901 -0.9 0.4 -0.3
O -4.09459 2.24389 -3.85026 1.3 0.1 -0.8
C -5.27891 2.95872 -3.89500 -1.6 0.1 -0.7
N -2.07400 2.05870 -2.24784 0.2 0.2 -2.5
H -2.14150 3.04914 -2.00464 0.6 -0.2 1.0
H -3.00406 1.62065 -2.13948 0.8 0.1 0.0
H -1.31758 1.52499 -1.80052 -0.4 0.7 0.3
H -1.03503 0.22245 -3.91401 0.6 -0.7 0.5
H -1.35053 0.90899 -5.51275 0.0 0.1 0.3
H -2.71176 0.46131 -4.47363 -0.1 -0.6 -0.1
H -0.80692 2.75298 -3.86938 -0.8 0.0 0.2
H -2.91019 3.38550 -5.25051 -0.3 -0.5 0.1
H -3.00237 4.01229 -3.63664 0.1 -0.3 0.0
H -5.37802 3.57523 -4.78916 0.2 0.1 -0.1
H -5.38642 3.58356 -3.03551 -0.1 0.6 0.7
H -6.13241 2.27238 -3.92925 0.3 -0.1 0.2
C -8.70826 -9.00278 4.92104 0.4 -0.3 0.5
C -8.64983 -7.52376 5.31977 0.6 -0.4 -0.5
C -7.89286 -6.64660 4.25927 -0.8 0.4 1.9
O -8.06516 -5.29620 4.70728 0.2 -0.5 -0.7
C -7.33612 -4.32696 3.93373 -0.6 -0.8 -1.0
N -10.05087 -6.96124 5.57005 -0.6 0.8 -0.6
H -10.59225 -7.32889 6.36972 0.7 -0.3 -0.2
H -9.98009 -5.94346 5.74529 0.2 -0.3 -0.2
H -10.67936 -7.05710 4.74459 0.6 -0.1 0.5
H -7.67828 -9.36813 4.67804 -0.9 0.3 0.3
H -9.35175 -9.20384 4.07719 -0.1 0.3 -0.6
H -9.13388 -9.63374 5.71860 0.4 0.3 0.0
H -8.12556 -7.41214 6.27113 -0.2 0.1 0.0
H -8.30264 -6.81075 3.27300 -0.2 0.1 -0.5
H -6.82997 -6.90683 4.27526 -0.1 -0.3 0.0
H -6.30505 -4.24652 4.25774 0.0 0.4 0.6
H -7.95799 -3.43048 3.96944 0.7 0.1 0.1
H -7.21980 -4.64806 2.86876 -0.5 0.1 0.6
C -5.76042 -1.11705 -3.27274 0.3 -0.2 0.3
C -6.70456 -2.30307 -3.08041 -0.8 0.7 -1.0
C -6.59819 -3.28295 -4.24239 1.0 0.0 -0.6
N -7.13825 -4.62432 -3.95478 -1.4 -1.7 -0.7
C -6.29757 -5.32998 -2.90952 -0.3 2.1 0.8
C -7.34375 -5.49217 -5.24492 2.5 -0.5 0.0
C -8.61023 -6.28457 -5.13951 -1.9 0.5 0.5
C -9.14071 -5.92877 -3.74408 0.0 0.1 0.2
C -8.61252 -4.54581 -3.56415 0.5 1.0 1.2
H -4.70490 -1.45219 -3.33344 -0.5 0.2 0.2
H -5.87319 -0.38729 -2.45933 0.1 -0.3 -0.2
H -6.00204 -0.60581 -4.18875 0.0 0.3 -0.5
H -7.76028 -1.96037 -3.07112 0.6 0.0 0.1
H -6.54166 -2.74962 -2.13354 0.4 -0.7 0.9
H -5.57288 -3.46443 -4.61365 -0.2 0.3 0.5
H -7.12280 -2.90100 -5.10944 -0.3 0.1 -0.1
H -6.84968 -5.15117 -1.96507 0.5 -0.8 -0.4
H -5.37050 -4.74270 -2.81383 -0.2 -0.4 -0.1
H -6.04409 -6.34490 -3.13925 -0.4 -0.5 -0.1
H -6.49800 -6.17918 -5.34974 0.2 0.4 0.1
H -7.28742 -4.79971 -6.07403 -0.3 0.1 -0.1
H -8.61175 -7.37796 -5.19210 0.6 0.4 -0.6
H -9.28080 -5.83772 -5.88117 -0.2 -0.6 0.0
H -8.68737 -6.60216 -3.01171 -0.2 0.0 0.1
H -10.22351 -5.94219 -3.63319 0.0 -0.2 -0.1
H -8.70580 -4.06096 -2.58198 0.1 -0.5 -0.1
H -9.03947 -3.84530 -4.26640 -0.3 0.1 -0.4
C -0.11561 9.86207 0.45701 0.2 -0.2 -0.3
C -0.18231 8.88304 1.61621 -0.6 0.3 0.4
C -0.69598 7.57678 1.11350 -0.2 -0.9 -0.7
N -0.96814 6.47207 2.20038 -0.2 1.4 -3.0
C 0.31150 6.24011 2.87536 -1.2 -1.1 2.1
C -2.08159 6.90431 3.11047 -0.8 -1.6 -0.1
C -2.80716 5.56068 3.49767 0.2 0.5 0.3
C -2.21007 4.47850 2.60367 0.9 -1.0 0.1
C -1.54166 5.22010 1.44831 0.1 0.7 1.8
H 0.20065 10.84799 0.76158 -0.2 0.3 0.3
H -1.05229 9.93225 -0.09902 0.1 0.0 0.0
H 0.67887 9.52688 -0.20295 0.0 -0.1 -0.4
H -0.94868 9.19448 2.33806 0.7 0.4 0.3
H 0.81984 8.80361 2.02066 0.0 0.1 0.5
H -0.04257 7.18420 0.29723 -0.5 -0.3 0.8
H -1.67000 7.80259 0.68765 -0.2 -0.4 -0.2
H 0.68976 7.12904 3.35275 -0.1 0.3 0.0
H 1.01915 5.84210 2.22175 1.1 -0.5 -1.4
H 0.14288 5.47841 3.65417 0.1 0.3 -0.1
H -1.65427 7.41978 3.96980 -0.3 0.3 -0.3
H -2.83703 7.43595 2.52876 0.7 0.7 0.1
H -2.58369 5.37912 4.54038 -0.2 -0.3 0.2
H -3.90109 5.60964 3.39822 0.4 0.3 0.0
H -1.46685 3.91119 3.16827 0.1 0.0 -0.1
H -2.92014 3.72045 2.25954 0.0 0.4 -0.1
H -0.73727 4.76959 0.87194 -0.1 -0.1 0.0
H -2.36808 5.56271 0.84660 0.2 0.5 -0.7
C 5.27257 5.84415 -0.38225 0.5 0.8 0.3
C 4.72877 6.28362 -1.74231 -0.5 0.5 0.8
C 5.44194 5.41266 -2.72786 -1.2 0.6 -1.4
N 5.25031 5.75679 -4.22699 1.7 1.4 -0.6
C 3.82811 5.72252 -4.66674 -0.6 -0.1 0.5
C 6.13042 4.82316 -5.00043 0.9 0.0 -0.1
C 7.58928 5.37342 -4.88837 -1.2 2.0 -0.9
C 7.44342 6.94003 -4.45572 -0.5 -1.9 0.2
C 5.92758 7.16365 -4.53707 -0.9 0.3 0.0
H 5.01059 4.81145 -0.28981 -0.1 -0.8 0.5
H 4.84825 6.42015 0.45771 0.1 -0.3 -0.4
H 6.38040 5.91424 -0.32063 -0.6 0.1 -0.1
H 4.86591 7.35943 -1.87463 0.2 -0.1 -0.2
H 3.65279 6.09622 -1.72831 0.0 0.0 -0.2
H 4.98036 4.44072 -2.71559 0.3 -0.7 0.5
H 6.48617 5.43607 -2.44538 0.3 -0.4 -0.7
H 3.71204 6.00979 -5.72250 0.4 -0.3 0.3
H 3.32678 6.48979 -4.08277 -0.3 -0.1 0.1
H 3.34268 4.73536 -4.45260 0.6 0.8 -0.2
H 5.89677 4.82476 -6.04961 -0.7 0.5 -0.4
H 5.91506 3.79529 -4.69677 0.4 0.2 0.4
H 8.08233 5.35534 -5.88193 -0.3 -0.3 0.7
H 8.16544 4.86707 -4.17821 0.9 -0.8 0.9
H 7.98133 7.54705 -5.18108 -0.1 0.1 0.2
H 7.84748 7.10094 -3.43485 -0.2 0.0 -0.7
H 5.62982 7.50823 -5.56184 0.1 -0.8 0.8
H 5.46874 7.90242 -3.84078 0.6 -0.6 -0.4
C 6.46665 -1.42849 -4.99028 0.1 -0.3 -0.2
C 5.35943 -1.95672 -4.07617 -0.2 1.0 1.2
C 4.43684 -2.80860 -4.90280 0.0 -1.3 -0.3
N 3.08010 -3.17943 -4.27248 0.1 1.4 0.2
C 2.36788 -1.84787 -3.96339 0.7 -0.4 -0.4
C 2.26701 -3.95838 -5.25117 -1.1 0.5 -0.3
C 1.08883 -4.57740 -4.44615 0.4 1.5 -0.1
C 1.63143 -4.62207 -3.02742 0.8 -0.1 1.3
C 3.10660 -4.12137 -3.07430 -0.8 1.7 0.7
H 6.08394 -0.95093 -5.88269 -0.4 0.5 0.0
H 6.95137 -2.30819 -5.41052 0.6 0.0 0.2
H 7.18993 -0.74756 -4.51535 -0.3 -0.5 -0.1
H 4.77502 -1.14662 -3.57313 0.6 -0.3 -0.5
H 5.83006 -2.52873 -3.24994 -0.4 0.1 -0.5
H 5.00820 -3.71766 -5.21554 -0.9 0.3 0.4
H 4.13926 -2.33405 -5.83630 0.1 0.3 0.0
H 1.28894 -1.98178 -3.96930 0.1 -0.2 0.3
H 2.60885 -1.14808 -4.79617 0.0 -0.4 0.8
H 2.75246 -1.50675 -2.99346 -0.4 0.1 -0.4
H 1.86138 -3.28395 -6.01376 0.5 -0.1 0.0
H 2.96443 -4.66081 -5.68949 -0.2 -0.4 -0.2
H 0.17030 -3.96046 -4.47263 0.6 0.0 -0.2
H 0.80596 -5.49126 -4.90553 0.0 -1.1 0.0
H 1.06848 -4.03032 -2.27949 0.2 -0.1 -0.7
H 1.65017 -5.61368 -2.61246 -0.1 -0.6 0.1
H 3.43523 -3.59796 -2.11216 -0.4 -0.6 -1.5
H 3.82736 -4.84005 -3.38522 0.4 -1.0 0.2
C 6.36937 1.16600 5.31069 -0.3 -0.2 -1.4
C 6.03749 -0.26257 4.85357 -0.7 0.1 -0.4
C 7.30290 -0.82456 4.24930 1.1 1.1 -0.5
N 7.26412 -2.17939 3.66514 0.7 -2.0 -0.1
C 7.09638 -3.11371 4.79414 -2.3 -0.4 -0.2
C 8.54051 -2.61873 2.91865 -0.2 2.4 0.4
C 8.18296 -3.80967 2.11974 0.8 0.4 -0.7
C 6.77030 -3.57718 1.62948 -1.4 0.3 1.1
C 6.21370 -2.38022 2.54486 2.1 0.9 -0.6
H 7.19274 1.36166 5.98927 -0.1 -0.4 0.3
H 5.46394 1.66465 5.58611 -0.4 0.3 0.7
H 6.60965 1.61635 4.35461 0.5 0.7 0.0
H 5.33127 -0.14891 3.99599 0.1 -0.1 0.8
H 5.52009 -0.85844 5.61258 0.4 0.0 0.0
H 8.16769 -0.70966 4.94743 -0.6 -0.6 -0.5
H 7.50685 -0.17782 3.38799 0.3 0.1 0.2
H 7.95794 -3.22404 5.38020 1.4 0.3 0.7
H 6.83494 -4.08736 4.43179 -0.1 -0.6 -0.3
H 6.25549 -2.76391 5.40055 0.3 -0.2 0.0
H 9.38310 -2.63454 3.58967 0.1 -0.6 0.5
H 8.74111 -1.77579 2.29565 0.2 0.7 -0.8
H 8.27572 -4.61101 2.79566 -0.1 -1.6 0.3
H 8.91292 -3.92207 1.30260 -0.3 -0.2 0.4
H 6.17773 -4.49708 1.69845 0.0 0.3 0.4
H 6.69035 -3.33258 0.57844 0.2 0.5 -0.1
H 5.26721 -2.47116 3.03728 -0.6 -0.1 -0.2
H 6.35089 -1.39136 2.00405 -0.8 -1.2 0.4
B 0.56918 4.19993 -1.86690 -0.3 -0.8 0.3
F 0.48008 2.74093 -1.78960 0.0 0.9 -0.1
F 1.27076 4.66717 -0.76747 -0.1 0.2 0.5
F 1.20580 4.57156 -3.01553 0.5 0.0 -1.0
F -0.74992 4.72996 -1.88937 -0.2 -0.4 0.3
C -1.32640 -2.05867 -0.53834 -1.2 -0.7 3.1
F -0.28144 -1.83353 -1.26244 1.3 -0.1 -0.9
F -2.35295 -2.36491 -1.32507 0.1 -0.4 0.0
F -1.09058 -3.11890 0.34586 -0.3 1.3 -1.7
S -1.75641 -0.51284 0.48872 -1.5 0.4 -1.3
O -2.59141 0.20086 -0.52199 1.1 -1.3 2.1
O -2.37294 -0.95937 1.73367 1.0 0.6 -1.6
N -0.39814 0.27576 0.53779 -0.7 0.1 0.1
S 0.82518 -0.01981 1.47794 0.3 0.1 -0.5
O 0.74595 0.59748 2.76076 -0.1 0.0 0.6
O 1.29494 -1.36648 1.34954 0.2 -0.4 0.2
C 2.10171 0.98756 0.60080 1.2 -0.3 -1.0
F 3.31855 0.71857 1.13451 -0.4 0.0 0.6
F 2.24854 0.63217 -0.69504 -0.6 -0.1 0.2
F 1.91252 2.28453 0.65506 -0.3 0.1 0.3
```
Positions in Å, forces in eV/Å.

Results
Energy in eV: -135255.432
Total charge: +6
HOMO energy in eV: -18.8
Orbital gap in Eh: 0.36856
LUMO level in eV: -8.79
F_max in hartree/bohr: 0.066